A cluster of 2 separate species, CH2O3S in total in a non-equilibrium geometry, computed with ωB97M-V/def2-TZVPD.

XYZ file:
```
7
Properties=species:S:1:pos:R:3
C 0.1419 1.1382 1.2240
O -1.0801 -1.7261 -0.7712
O 0.9190 -1.4376 -2.1177
O -0.0720 2.2340 0.8572
S -0.5125 -1.5274 -2.0566
H 0.3129 0.9293 2.3603
H 0.2908 0.3895 0.5040
```

Results
Energy = -18045.55705 eV
2S+1 = 1
Energy above the lowest of the compared OMol25 structures with the same formula, charge and spin = 6.83 kcal per mole
F_max = 3.157 eV/Å
Gap between HOMO and LUMO = 8.8 eV
E_HOMO = -10.10 eV

=====

A structure of composition C4H5FeO in a non-equilibrium geometry, computed with ωB97M-V/def2-TZVPD.

XYZ file:
```
11
Properties=species:S:1:pos:R:3
C -1.2365 -1.4675 1.1537
C -0.1999 -1.0029 0.3875
C 0.1063 0.3536 0.2306
C 0.5506 0.7792 -1.0545
O 1.0261 1.9277 -1.2485
Fe 2.3411 3.1020 -1.1210
H -1.4704 -2.5311 1.1934
H -1.8133 -0.7906 1.7869
H 0.3147 0.9835 1.0990
H 0.2054 -1.6113 -0.4786
H 0.1759 0.2575 -1.9486
```

Results
Energy = -40640.13432 eV
Total charge = +2
2S+1 = 6
Energy above the lowest of the compared OMol25 structures with the same formula, charge and spin = 0.00 kcal per mole
F_max = 3.207 eV/Å
Gap between HOMO and LUMO (alpha / beta) = 5.9 / 6.8 eV
E_HOMO (alpha / beta) = -17.35 / -18.97 eV

=====

A structure of composition C30H47BrCl2MnN3O6Si in a non-equilibrium geometry, computed with ωB97M-V/def2-TZVPD.

XYZ file:
```
91
Properties=species:S:1:pos:R:3
C 0.1028 2.2763 -6.9999
C 1.4739 2.7352 -7.3827
H -0.5836 3.1298 -6.9663
H 0.1335 1.7863 -6.0255
H -0.3012 1.5772 -7.7448
C 1.6509 3.5858 -8.4099
C 0.5574 4.2349 -9.2024
H 2.6568 3.8242 -8.7578
H -0.2216 4.6847 -8.5696
H 0.0661 3.5408 -9.8992
H 0.9863 5.0376 -9.8156
Mn 1.3285 -0.7387 -2.6123
Cl 2.2888 -1.1121 -4.5828
C 3.6345 -0.9365 -1.0395
O 2.6052 -0.1950 -1.0024
N 4.8244 -0.5995 -0.5426
C 4.9889 0.6836 0.1415
C 6.0035 -1.2701 -1.0805
H 3.5947 -1.9211 -1.5301
H 4.2251 0.7754 0.9240
H 4.8839 1.5333 -0.5495
H 5.9930 0.7099 0.5766
H 5.7929 -2.3404 -1.1716
H 6.8551 -1.1017 -0.4173
H 6.2559 -0.8950 -2.0840
H 1.6973 -0.3238 2.9836
H -0.0448 -2.0397 3.3103
C 0.9121 0.3471 2.6067
C -0.7908 -1.4143 2.8036
N -0.1129 -0.4469 1.9554
H 1.3251 1.0576 1.8854
C -0.6387 -0.0539 0.7646
O -0.3018 0.9477 0.1287
H -1.4439 -2.0518 2.1976
H -1.4398 -0.7399 0.4197
H 0.4782 0.8810 3.4682
H -1.3881 -0.8951 3.5717
H -3.2684 2.5123 -1.0766
H -1.0568 3.6859 -2.8029
C -3.1987 3.5665 -0.7650
C -1.4092 4.5238 -2.1773
N -1.8355 4.0483 -0.8782
H -3.4947 3.6585 0.2866
C -1.0146 4.0154 0.2092
O 0.1384 4.4398 0.2548
H -0.5977 5.2525 -2.0748
H -1.5376 3.5555 1.0831
H -3.8395 4.1874 -1.4023
H -2.2909 4.9541 -2.6756
O 2.2337 2.2285 -5.1661
C 2.6133 2.1361 -6.5320
C 4.3120 3.9637 -6.9723
C 4.0231 2.6021 -6.8825
H 3.5230 4.6936 -6.7935
C 5.6164 4.4043 -7.2333
H 2.5718 1.0582 -6.7440
C 5.0357 1.6665 -7.1360
H 5.8279 5.4756 -7.2373
C 6.6376 3.4735 -7.4324
C 6.3384 2.1044 -7.4142
H 4.7850 0.6089 -7.0592
H 7.6461 3.8189 -7.6693
H 7.1256 1.3697 -7.5839
Si 2.5237 2.6577 -3.4707
Cl 0.5840 2.0765 -3.0073
C 3.1972 4.4141 -3.7695
C 4.1403 1.6648 -3.3551
C 2.6122 3.1294 -1.5024
H 4.1143 4.3131 -4.3686
H 3.4589 4.9604 -2.8544
H 2.4675 4.9958 -4.3400
H 1.8539 3.8910 -1.2529
H 3.5941 3.5547 -1.2357
H 2.4193 2.2748 -0.8382
H 4.7649 1.9924 -4.1998
H 3.9894 0.5862 -3.4758
H 4.7014 1.8741 -2.4375
Br 2.1442 -3.2914 1.5444
C 0.5177 -4.1127 1.0212
C -0.1580 -4.9955 1.8693
C -1.4718 -5.3712 1.5717
C -2.0715 -4.9252 0.3845
C -1.3634 -4.1034 -0.4874
C -0.0644 -3.6975 -0.1821
C 0.6658 -2.8072 -1.1361
O 1.7354 -3.1284 -1.7073
O 0.0554 -1.6772 -1.3623
H 0.3216 -5.3535 2.7745
H -2.0389 -6.0110 2.2525
H -3.0836 -5.2337 0.1157
H -1.7974 -3.7287 -1.4140
```

Results
Energy = -182918.80884 eV
Total charge = -1
2S+1 = 6
Energy above the lowest of the compared OMol25 structures with the same formula, charge and spin = 46.86 kcal per mole
F_max = 4.018 eV/Å
Gap between HOMO and LUMO (alpha / beta) = 6.1 / 6.1 eV
E_HOMO (alpha / beta) = -4.00 / -4.00 eV

=====

A cluster of 12 separate species, C48H96O24S6 in total in a non-equilibrium geometry, computed with ωB97M-V/def2-TZVPD.

XYZ file:
```
174
Properties=species:S:1:pos:R:3
O 2.9458 5.3169 2.9262
S 2.1064 4.9481 1.8290
O 2.7375 4.2337 0.7419
C 0.6445 4.2122 2.5114
C -0.4878 5.2656 2.4002
C 0.2351 6.6225 2.2236
C 1.2663 6.3776 1.2095
H 0.8692 4.0622 3.5899
H 0.4227 3.2992 2.0102
H -1.0361 5.0467 1.5086
H -1.0987 5.3104 3.3123
H 0.6615 6.9637 3.1525
H -0.3576 7.4673 1.9883
H 1.9266 7.2917 1.2442
H 0.8473 6.1567 0.1869
O -5.6766 -0.2978 0.1595
S -4.9621 -0.4071 -1.0833
O -3.8473 0.4586 -1.3450
C -4.5108 -2.0919 -1.4274
C -5.6134 -2.6221 -2.3485
C -5.9658 -1.4103 -3.2941
C -6.1811 -0.2338 -2.3705
H -4.4701 -2.7107 -0.5091
H -3.5365 -2.1652 -1.9155
H -5.2194 -3.4472 -2.9728
H -6.5053 -2.9402 -1.7201
H -6.8267 -1.5385 -3.9435
H -5.0913 -1.1601 -3.9315
H -7.1393 -0.3133 -1.9153
H -6.0889 0.6632 -2.9582
O -0.7177 5.6320 -1.7838
S 0.3977 5.3731 -2.6189
O 1.6861 5.8350 -2.2539
C 0.5809 3.5620 -2.9863
C 1.0218 3.5315 -4.4246
C 1.0631 4.9408 -5.0717
C 0.0491 5.8167 -4.3665
H -0.3043 3.0156 -2.7154
H 1.3432 3.2970 -2.1772
H 1.9747 3.0313 -4.5097
H 0.4093 2.9247 -5.1011
H 0.9102 4.9513 -6.1469
H 2.0114 5.4260 -4.8336
H -0.9849 5.4843 -4.5647
H 0.2712 6.8674 -4.5242
O -1.6162 2.4981 3.9016
S -2.5502 2.1201 4.8860
O -3.4055 3.1192 5.4508
C -3.5275 0.8283 4.1773
C -2.6581 -0.3806 4.4082
C -2.4177 -0.2388 5.9095
C -1.7524 1.1399 6.1251
H -3.7739 1.1469 3.1214
H -4.4295 0.7576 4.7728
H -3.2732 -1.2601 4.1949
H -1.7543 -0.3435 3.8739
H -1.8319 -0.9800 6.3910
H -3.4291 -0.2479 6.3509
H -0.7117 1.0220 5.7833
H -1.8509 1.5531 7.1392
O -2.6655 -3.2373 -3.9391
S -1.5250 -3.7470 -3.2610
O -0.4524 -2.8857 -2.9082
C -2.0343 -4.6896 -1.8288
C -1.1489 -5.9555 -1.8365
C -0.1143 -5.8341 -2.9661
C -0.8109 -5.1468 -4.1005
H -3.1187 -4.8393 -2.0004
H -1.9524 -4.0619 -0.9417
H -0.5793 -6.1472 -0.9130
H -1.7559 -6.8333 -1.9487
H 0.3355 -6.7648 -3.1663
H 0.7443 -5.1146 -2.6294
H -1.6139 -5.8048 -4.6358
H -0.1831 -4.7206 -4.9089
O 0.1057 -1.0489 2.3353
S -0.8509 -0.8320 1.2663
O -2.0611 -1.6585 1.1833
C -1.1961 0.9135 1.2122
C -0.4107 1.4072 0.0095
C 0.5912 0.3550 -0.5615
C -0.0992 -1.0088 -0.3411
H -0.8548 1.2423 2.2011
H -2.2536 1.0085 0.9814
H -1.1388 1.5481 -0.7923
H 0.0054 2.4171 0.1565
H 1.6136 0.4948 -0.1728
H 0.7241 0.6084 -1.6479
H 0.4332 -1.9383 -0.2911
H -1.0015 -1.1569 -1.0403
C -0.2398 -4.6569 2.0915
C -1.3006 -5.3678 2.8518
O -2.5081 -4.6034 3.1079
C -3.4930 -4.6491 2.2030
C -4.7068 -3.8457 2.7180
O -3.4641 -5.1722 1.1164
H 0.3642 -5.4563 1.6391
H 0.4559 -4.1012 2.6983
H -0.6335 -4.0789 1.2379
H -1.6801 -6.3257 2.4787
H -0.9173 -5.5655 3.7842
H -4.5992 -3.6373 3.7851
H -5.6407 -4.4354 2.5196
H -4.7837 -2.8389 2.3144
C 0.4782 -2.5205 5.8760
C 1.6280 -2.0033 5.0122
O 2.6585 -1.4504 5.7741
C 3.7465 -2.2087 6.1473
C 4.5964 -1.4099 7.1464
O 3.9666 -3.3257 5.7704
H -0.5207 -2.6970 5.4849
H 0.2682 -1.8073 6.6731
H 0.7529 -3.4332 6.4419
H 1.9540 -2.7933 4.2842
H 1.2787 -1.2229 4.2967
H 5.4089 -0.8262 6.7185
H 4.9847 -2.1303 7.8227
H 3.9533 -0.7007 7.6521
C 4.4425 2.6538 -3.0026
C 5.4086 2.3396 -1.9125
O 5.8535 3.5552 -1.3035
C 6.0631 3.6730 0.0103
C 6.4717 5.0251 0.4403
O 6.0615 2.6892 0.7444
H 4.0341 1.6503 -3.3413
H 4.9298 3.1897 -3.8333
H 3.6567 3.3264 -2.6014
H 4.9625 1.7799 -1.0581
H 6.2476 1.6850 -2.2402
H 5.8136 5.3447 1.2955
H 6.4387 5.7509 -0.3208
H 7.4704 4.8578 0.8794
C -3.7100 4.8108 -3.6101
C -3.6159 3.5917 -2.6818
O -2.6784 2.5267 -3.0123
C -2.9950 1.6298 -3.8563
C -2.0527 0.4956 -4.0816
O -3.9644 1.6780 -4.5637
H -3.8495 4.4861 -4.6748
H -2.8111 5.3605 -3.4506
H -4.5471 5.4829 -3.3768
H -3.2660 3.9246 -1.7291
H -4.6626 3.2576 -2.5991
H -2.1646 0.2216 -5.1113
H -2.5423 -0.2921 -3.5507
H -1.0215 0.6714 -3.7056
C 3.2255 -3.2803 1.6244
C 4.4058 -2.4149 1.9176
O 4.1335 -1.1546 2.5315
C 3.7164 -0.2098 1.6548
C 3.4543 1.1191 2.3748
O 3.7921 -0.4386 0.4481
H 3.6127 -4.1391 1.0834
H 2.4300 -2.8011 1.0486
H 2.6278 -3.6236 2.5021
H 4.9994 -2.9383 2.6760
H 4.9705 -2.1918 0.9674
H 2.9908 1.7309 1.5946
H 4.4255 1.5180 2.5677
H 2.8584 1.0177 3.3127
C 2.5979 -1.1760 -3.1003
C 2.6505 -2.6443 -3.1770
O 2.3379 -3.0612 -4.4964
C 2.6448 -4.3430 -4.8078
C 2.1448 -4.6397 -6.2020
O 3.2002 -5.1256 -4.0612
H 3.2465 -0.7061 -3.8065
H 2.8632 -0.8558 -2.1428
H 1.5591 -0.8223 -3.2317
H 3.5531 -3.0631 -2.8968
H 1.9165 -3.0964 -2.4716
H 2.9472 -5.1588 -6.7357
H 1.8914 -3.6761 -6.6611
H 1.3139 -5.2771 -6.0920
```

Results
Energy = -165482.47006 eV
SMILES string = O=S1(=O)CCCC1.O=S1(=O)CCCC1.O=S1(=O)CCCC1.O=S1(=O)CCCC1.O=S1(=O)CCCC1.O=S1(=O)CCCC1.CCOC(C)=O.CCOC(C)=O.CCOC(C)=O.CCOC(C)=O.CCOC(C)=O.CCOC(C)=O
2S+1 = 1
Energy above the lowest of the compared OMol25 structures with the same formula, charge and spin = 0.00 kcal per mole
F_max = 3.386 eV/Å
Gap between HOMO and LUMO = 10.1 eV
E_HOMO = -9.74 eV

=====

A structure of composition C13H19Al2BCaCl5CsF5NNaO13PS in a non-equilibrium geometry, computed with ωB97M-V/def2-TZVPD.

XYZ file:
```
64
Properties=species:S:1:pos:R:3
C 0.0761 1.9379 2.9785
C 1.1674 1.8443 2.5042
C 2.5039 1.4839 1.9733
C 2.4973 0.4736 0.8118
C 1.6414 1.0629 -0.3036
C 1.1733 0.1548 -1.4370
C 2.2185 -0.1878 -2.5361
O 0.4741 -1.0573 -1.0182
S 0.4211 -1.2707 0.5834
O 0.0457 -2.6290 0.8027
O -0.4700 -0.3757 1.2305
C 2.1307 -0.9910 1.1939
C 2.1329 -1.3239 2.7014
C 3.5208 -1.5749 3.2629
O 4.3912 -0.7601 3.2904
Cl 3.8206 -3.1681 3.9619
B 3.0833 -2.0876 0.4980
N 2.8192 -3.5175 0.6217
O 4.2015 -1.7256 -0.1840
H -0.8597 2.0003 3.4796
H 2.9387 2.4048 1.5641
H 3.1619 1.1634 2.7950
H 3.5295 0.4822 0.4525
H 0.7571 1.5812 0.0699
H 2.2485 1.8257 -0.7934
H 0.4542 0.7681 -1.9814
H 2.6487 -1.2236 -2.4280
H 2.9599 0.5972 -2.6598
H 1.6356 -0.1873 -3.4741
H 1.5927 -0.6182 3.3342
H 1.6048 -2.2731 2.8088
H 2.3999 -3.8741 -0.2227
H 2.2096 -3.7344 1.3996
H 4.7196 -2.5197 -0.3626
F -0.3187 3.2363 -1.0560
Al -1.5433 3.9799 -0.0988
F -1.5781 5.6369 -0.3726
F -1.2276 3.6682 1.5495
F -3.0628 3.3144 -0.5178
Na 3.3231 2.1243 4.2682
C -6.1760 4.8888 0.0963
Cl -6.1578 4.6518 -1.6832
Cl -6.4787 3.3108 0.8979
Cl -4.6414 5.5052 0.6041
Cl -7.4658 6.0146 0.5207
Ca -8.0109 2.9608 -1.1633
C 0.8003 7.7729 0.0630
O 1.0500 8.6709 0.8768
O 0.4443 7.9677 -1.1359
O 0.8784 6.5353 0.3165
C -3.0529 -2.5378 -0.9078
O -2.3247 -2.8161 -2.0999
H -4.0519 -2.9481 -1.0259
H -2.5735 -3.0123 -0.0468
H -3.1263 -1.4543 -0.7340
H -1.4427 -2.4838 -2.0119
F -1.4428 -4.3791 -3.4576
Al 1.6568 -3.8618 -2.6025
O -3.9376 -7.1102 -3.1764
P -3.0341 -7.5330 -2.0259
O -1.5828 -7.5118 -2.5014
O -3.4004 -8.9416 -1.5677
O -3.2122 -6.5871 -0.8407
Cs 1.8396 -1.7426 -5.0841
```

Results
Energy = -175483.51635 eV
2S+1 = 1
F_max = 3.312 eV/Å
Gap between HOMO and LUMO = 1.2 eV
E_HOMO = -4.43 eV

=====

A cluster of 2 separate species, C3H10NO in total in a non-equilibrium geometry, computed with ωB97M-V/def2-TZVPD.

XYZ file:
```
15
Properties=species:S:1:pos:R:3
C 0.3689 0.4133 0.6757
O -0.5750 -0.6576 -0.1122
C -0.4223 1.6451 0.9403
C -0.8632 2.4870 -0.2360
N 1.2639 -3.4569 -0.6975
H 0.6531 -0.1321 1.5660
H 1.2416 0.4140 0.0029
H -1.5128 -0.5539 0.2692
H -0.5392 2.0379 1.9615
H -0.1014 3.2077 -0.5336
H -1.8522 3.0640 -0.0571
H -0.9900 1.9317 -1.1057
H 1.9230 -3.5501 -1.4340
H 0.6876 -2.5507 -0.6730
H 0.7178 -4.2992 -0.5667
```

Results
Energy = -6787.13157 eV
Total charge = +2
2S+1 = 2
Energy above the lowest of the compared OMol25 structures with the same formula, charge and spin = 112.02 kcal per mole
F_max = 3.819 eV/Å
Gap between HOMO and LUMO (alpha / beta) = 8.7 / 7.1 eV
E_HOMO (alpha / beta) = -20.05 / -20.05 eV

=====

An isolated molecule of C2H3N3 in a non-equilibrium geometry, computed with ωB97M-V/def2-TZVPD.

XYZ file:
```
8
Properties=species:S:1:pos:R:3
H 0.6214 1.8362 0.3514
N -0.4230 1.4105 -0.0707
C -0.1194 0.1418 -0.0627
N -1.0990 -0.8042 -0.0031
C 1.3490 -0.2135 0.1654
N 2.5149 -0.1569 -0.1490
H -0.7241 -1.7673 0.0149
H -2.1198 -0.4465 -0.2462
```

Results
Energy = -6590.68888 eV
SMILES string = [H]/N=C(/N)C#N
2S+1 = 1
Energy above the lowest of the compared OMol25 structures with the same formula, charge and spin = 43.50 kcal per mole
F_max = 5.954 eV/Å
Gap between HOMO and LUMO = 10.1 eV
E_HOMO = -9.89 eV

=====

A structure of composition C9H10N2NdS in a non-equilibrium geometry, computed with ωB97M-V/def2-TZVPD.

XYZ file:
```
23
Properties=species:S:1:pos:R:3
C 0.0553 -1.4096 -1.5037
C -1.3008 -1.5201 -0.9746
C -1.2274 -2.1914 0.3130
C 0.1769 -2.4872 0.5842
C 0.9670 -1.9983 -0.5328
Nd -0.0756 -0.0078 0.5909
C -1.0426 1.8352 -0.5033
C 0.3980 1.9642 -0.9084
C 0.7630 2.4720 -2.1325
N 1.4233 1.5202 -0.0835
H -2.0599 -2.2956 1.0341
H -2.2007 -1.0457 -1.4109
H 0.5818 -2.8647 1.5422
H 2.0729 -1.9651 -0.5863
H 0.3528 -0.8200 -2.3964
H -1.8214 1.6321 -1.2552
H 2.4384 1.4815 -0.2546
H -1.2861 2.2748 0.4813
H -0.0293 2.8763 -2.7295
H 1.8096 2.5271 -2.3822
S 0.0059 0.0246 2.9701
C -0.0011 -0.0016 4.4858
N -0.0002 -0.0007 5.6522
```

Results
Energy = -38585.66935 eV
Total charge = -1
2S+1 = 4
Energy above the lowest of the compared OMol25 structures with the same formula, charge and spin = 46.80 kcal per mole
F_max = 7.574 eV/Å
Gap between HOMO and LUMO (alpha / beta) = 5.8 / 5.8 eV
E_HOMO (alpha / beta) = -3.09 / -3.09 eV